{"formula": "C28H26LiN4OS4", "method": "ωB97M-V/def2-TZVPD", "symbols": ["C", "H", "C", "C", "C", "N", "C", "C", "S", "H", "C", "C", "H", "C", "N", "C", "C", "H", "C", "H", "C", "H", "S", "H", "C", "C", "C", "C", "C", "C", "H", "H", "C", "H", "H", "C", "S", "S", "H", "H", "H", "O", "N", "H", "C", "C", "H", "C", "H", "C", "Li", "N", "C", "C", "H", "H", "H", "H", "H", "C", "H", "H", "H", "H"], "coordinates": [[8.2933, 8.6911, 6.6046], [13.0051, 18.0100, 7.4671], [15.6776, 17.7728, 6.9673], [12.4823, 15.9575, 7.2001], [8.7647, 7.9451, 5.5005], [7.3168, 16.7415, 7.8511], [17.3778, 16.1873, 6.3532], [16.9885, 17.5927, 6.5661], [11.4144, 10.6192, 7.8678], [15.9107, 11.7262, 6.3420], [10.0914, 7.9353, 5.1379], [10.5345, 9.4218, 7.0007], [13.4932, 12.1649, 6.9189], [18.2236, 13.6048, 6.2974], [11.0893, 11.9444, 7.1360], [15.2493, 10.8900, 6.7208], [12.9561, 14.6716, 6.9643], [15.4592, 7.6566, 7.5399], [13.8767, 11.1907, 6.9389], [18.4447, 12.5669, 6.1774], [15.1015, 15.3742, 6.7160], [8.0685, 7.4325, 4.8440], [7.2183, 12.1316, 8.2757], [6.5705, 17.7688, 9.4742], [15.7505, 9.6499, 6.9711], [13.0708, 10.1210, 7.3646], [10.9770, 8.6248, 5.9409], [16.5406, 15.0766, 6.5164], [7.1350, 17.9694, 8.5878], [13.6108, 8.8086, 7.6058], [19.4840, 16.7247, 5.8782], [17.7377, 18.3498, 6.3848], [13.3715, 17.0060, 7.2814], [5.4125, 15.7560, 7.9627], [20.1670, 14.4391, 5.6495], [18.7688, 15.9136, 6.0972], [7.9004, 13.1731, 5.4788], [5.1067, 12.6851, 6.2251], [12.9941, 8.0394, 8.1112], [11.9957, 8.6470, 5.6361], [8.4322, 15.1375, 7.3416], [9.5933, 16.6530, 8.2495], [16.9927, 13.8383, 6.5828], [6.4720, 18.6902, 8.0187], [6.1390, 16.0842, 7.1899], [8.5292, 16.1369, 7.8521], [5.5982, 16.7897, 6.5565], [19.1645, 14.6115, 5.9435], [12.2653, 13.8256, 7.0211], [9.1786, 9.3707, 7.3188], [9.2227, 12.7911, 7.2437], [14.2272, 14.3846, 6.7473], [14.9601, 8.6142, 7.4253], [6.6642, 12.6474, 6.7137], [6.3941, 15.2473, 6.5987], [16.7821, 9.5085, 6.7688], [10.5994, 7.4379, 4.3570], [7.2876, 8.7043, 6.9182], [10.8290, 11.7685, 6.1343], [14.7240, 16.6958, 6.9665], [8.7853, 9.9246, 8.1517], [15.3104, 18.7624, 7.2166], [8.0835, 18.3874, 8.8564], [11.4175, 16.0839, 7.4643]], "atomic_forces_ev_per_a": [[0.1, -2.2, -2.3], [0.3, 0.0, 0.1], [1.8, 0.4, -0.9], [-0.9, 0.6, 0.9], [-1.2, 0.0, -0.7], [-0.1, -0.7, -0.6], [2.2, 1.1, 0.1], [-2.1, -2.0, 0.2], [1.2, -0.7, 0.4], [-0.9, -1.1, 0.7], [0.2, 0.5, 1.7], [-1.1, -2.0, -0.9], [-0.3, 1.0, -0.4], [1.6, 0.3, -1.2], [-1.2, 1.3, -1.3], [-0.6, 2.5, -0.7], [0.2, -0.5, 0.0], [-0.4, -0.1, 0.3], [1.1, -3.1, 0.6], [0.6, -0.6, 0.3], [1.0, 0.2, 0.3], [-0.2, -0.1, 0.2], [0.0, 0.3, 0.0], [-0.3, -0.2, 0.9], [0.1, 0.3, -0.4], [1.3, -0.1, 0.4], [0.1, 1.5, 0.5], [-1.4, 2.1, 0.6], [-1.5, 0.4, -1.2], [-0.9, 1.1, 0.9], [-0.5, -0.3, 0.3], [-0.2, 0.2, 0.3], [0.1, -1.3, -1.0], [0.5, 0.0, -0.3], [0.7, -0.6, -0.2], [-1.0, 0.2, -0.7], [-0.4, -0.2, 0.7], [-1.2, -0.1, 0.0], [0.3, 0.5, -0.7], [0.7, 0.0, 0.0], [0.5, 0.6, 0.4], [-1.5, -0.8, -0.2], [-1.2, -0.6, -0.2], [1.0, -0.6, 0.3], [-0.4, 1.3, 2.0], [0.2, 0.3, -0.7], [0.3, 0.2, 0.0], [-1.0, 0.3, 0.9], [0.2, 0.3, -0.2], [1.4, 1.5, 1.8], [0.1, -0.2, 0.4], [-0.5, -0.9, -0.2], [0.0, -0.6, -0.3], [1.6, 0.1, -0.9], [0.7, -0.9, -0.5], [0.8, -0.4, 0.0], [-0.5, -0.8, -1.1], [-1.1, -0.1, -0.1], [0.6, 0.1, 0.9], [-0.2, 1.4, 0.7], [0.1, 0.4, 0.3], [0.0, 0.0, -0.1], [0.5, 0.3, -0.1], [0.6, 0.1, -0.3]], "orbital_gap_ev": 5.4, "charge": -1, "e_homo_ev": -3.47}


{"formula": "C28H26N3O2RuS3", "method": "ωB97M-V/def2-TZVPD", "symbols": ["C", "C", "Ru", "C", "O", "H", "C", "H", "C", "C", "C", "H", "C", "H", "H", "C", "C", "H", "C", "O", "H", "H", "H", "S", "C", "C", "C", "H", "H", "H", "C", "H", "H", "C", "S", "H", "C", "H", "C", "C", "H", "H", "H", "C", "H", "C", "C", "C", "H", "C", "H", "N", "H", "N", "C", "C", "N", "S", "C", "H", "H", "C", "H"], "coordinates": [[-2.5142, -7.0843, 0.3308], [-2.0073, -6.7181, 1.5693], [0.8628, -0.8500, 0.1542], [5.4631, 0.0478, 2.2315], [-5.2625, 5.6821, -1.0776], [-0.9245, 3.6119, 2.0672], [-1.9956, 5.1924, 1.0906], [1.7181, -3.2447, -4.2747], [3.9711, -0.7211, 0.6626], [-0.2386, -0.6661, -3.2951], [-5.8960, 7.9689, -0.7351], [-2.1019, 5.7895, 1.9866], [-4.9565, 6.7937, -0.7584], [5.1502, 0.5482, 3.1431], [-2.8234, 5.2475, -2.1952], [-2.3897, -6.2244, -0.7551], [4.2047, 1.7450, 0.8073], [4.9191, -1.7685, 3.3175], [1.0859, -2.6528, -3.6259], [2.9292, -0.0567, 3.8053], [3.2792, 1.7831, 0.2395], [6.2985, -1.9845, 2.2115], [-6.6530, 7.8319, -1.5037], [1.5516, -0.4020, 3.4482], [-0.5779, -1.1237, -2.0105], [-0.1221, -2.4988, -0.0843], [-0.5729, 1.9292, 0.0361], [-2.7990, -6.5046, -1.7164], [6.4622, 0.3766, 1.9451], [1.2136, -4.0258, -1.9927], [-1.3740, -5.4958, 1.7204], [-0.6475, 0.2692, -3.6521], [-1.6845, 3.0573, -2.1079], [-0.0430, -2.3303, -1.5273], [2.9023, -0.7364, -0.7397], [-5.3689, 8.9106, -0.8786], [-0.0279, 0.8447, 0.0815], [-0.9859, -5.2033, 2.6889], [0.5861, -1.4219, -4.0867], [-1.7513, -5.0069, -0.6081], [4.0822, 2.3126, 1.7291], [4.1001, -2.7273, 1.0279], [-2.1116, -7.3809, 2.4175], [-1.3407, 3.9757, 1.1374], [-1.6753, -4.3382, -1.4555], [-2.5318, 5.6503, -0.1085], [-1.2290, -4.6326, 0.6332], [-1.2280, 3.1919, -0.0146], [5.0119, 2.1840, 0.2211], [-0.5358, -3.3627, 0.8470], [-1.3433, -0.6208, -1.4392], [1.2330, -0.7047, 2.0456], [-6.3855, 7.9947, 0.2399], [4.4260, -1.8064, 1.2636], [5.3456, -1.4810, 2.3602], [-1.7731, 3.6615, -1.2147], [4.5114, 0.3700, 1.1553], [-3.3178, 7.2323, -0.1411], [0.8014, -3.0963, -2.3631], [0.8497, -1.0838, -5.0803], [-3.0151, -8.0357, 0.2114], [-2.4109, 4.8848, -1.2650], [-0.3426, -3.0961, 1.8811]], "atomic_forces_ev_per_a": [[0.0, 0.0, 0.0], [0.0, 0.0, 0.0], [0.1, 0.0, 0.2], [-0.1, 0.0, -0.1], [0.0, 0.0, -0.1], [0.0, 0.0, 0.0], [0.0, 0.0, 0.0], [0.0, 0.0, 0.0], [0.0, 0.4, 0.1], [-0.1, 0.0, 0.1], [0.0, 0.0, -0.1], [0.0, 0.0, 0.0], [-0.1, 0.0, 0.3], [0.0, 0.1, 0.0], [0.0, 0.0, 0.0], [0.0, 0.0, 0.0], [0.0, 0.0, 0.0], [0.0, 0.0, 0.0], [0.0, 0.0, -0.1], [-0.1, 0.0, 0.0], [0.0, 0.0, 0.0], [0.0, 0.0, 0.0], [0.0, 0.0, 0.0], [0.4, 0.0, 0.0], [0.0, 0.0, -0.2], [-0.2, -0.2, 0.0], [0.0, -0.1, 0.0], [0.0, 0.0, 0.0], [0.0, 0.0, 0.0], [0.0, 0.0, 0.0], [0.0, 0.0, 0.0], [0.0, 0.0, 0.0], [0.0, 0.0, 0.0], [0.1, 0.2, 0.0], [0.0, -0.3, -0.1], [0.0, 0.0, 0.0], [0.0, -0.1, 0.0], [0.0, 0.0, 0.0], [0.1, 0.0, -0.1], [0.0, 0.0, 0.0], [0.0, 0.0, 0.0], [0.0, 0.0, 0.0], [0.0, 0.0, 0.0], [0.0, -0.1, 0.0], [0.0, 0.0, 0.0], [0.0, 0.0, 0.0], [0.0, 0.0, 0.0], [-0.1, 0.3, 0.0], [0.0, 0.0, 0.0], [0.0, 0.0, 0.0], [0.0, 0.1, 0.0], [-0.4, 0.1, -0.1], [0.0, 0.0, 0.0], [0.0, -0.1, 0.0], [0.1, 0.0, -0.1], [0.0, -0.1, 0.0], [0.0, 0.0, 0.0], [0.0, 0.0, -0.1], [0.0, 0.0, 0.1], [0.0, 0.0, 0.0], [0.0, 0.0, 0.0], [0.0, 0.0, 0.0], [0.0, 0.0, 0.0]], "orbital_gap_ev": 6.2, "charge": 1, "e_homo_ev": -10.55}


{"formula": "C28H27AlClN5O4S2", "method": "ωB97M-V/def2-TZVPD", "symbols": ["O", "H", "C", "C", "C", "H", "C", "N", "C", "C", "H", "H", "H", "O", "C", "H", "N", "H", "H", "Cl", "C", "C", "H", "C", "H", "C", "C", "N", "H", "C", "C", "H", "H", "S", "S", "H", "C", "N", "N", "C", "H", "H", "H", "H", "H", "O", "H", "H", "C", "C", "C", "C", "O", "H", "C", "C", "H", "H", "H", "C", "H", "Al", "C", "C", "C", "C", "H", "C"], "coordinates": [[-0.8525, 0.1663, -2.4837], [-4.3062, 2.1305, -1.6660], [-2.7407, 3.8711, -0.1860], [8.7356, -0.1356, 0.8493], [2.2714, -1.2793, -0.1725], [-1.8848, 5.8815, 2.4055], [-2.6782, -3.4237, 0.8323], [-2.8505, 1.3899, -0.3010], [6.1831, 0.9273, 0.8976], [4.2513, 0.0754, 0.4690], [-3.5271, 0.5897, -2.1045], [-5.8952, -1.5568, -0.0458], [-1.4025, -6.3412, -0.3191], [1.0688, 1.5330, -0.7784], [2.1559, 1.2472, 0.1456], [9.3878, 1.8473, 1.3418], [-0.2032, 0.6719, 0.9509], [-2.2150, -5.3704, -2.4550], [7.1030, 2.8080, 1.4141], [0.5925, -0.1617, -3.1493], [-3.6518, -0.7872, 0.8186], [7.6797, -0.9899, 0.5936], [-2.6335, -0.9146, 1.1857], [2.8562, -0.0391, 0.1696], [0.7745, -2.5131, -0.8366], [-1.6778, 3.7459, 2.3638], [0.7856, 1.6027, 0.6206], [-3.8141, -1.6156, -0.3617], [-2.7765, 5.9856, 0.1020], [0.9822, -1.4821, -0.5739], [-3.0103, -3.6064, -1.5592], [-2.6224, 2.0771, -2.2788], [4.9513, -1.9070, 0.1175], [-3.5534, -3.0470, -3.0886], [-1.1414, 1.0866, 2.2811], [0.6784, 2.6077, 1.0284], [-2.5220, 5.0313, 0.5419], [5.1588, -0.9620, 0.3830], [4.8511, 1.2101, 0.7941], [-1.8571, 2.5847, 1.6256], [7.8407, -2.0366, 0.3724], [-5.3783, -2.4520, -1.4901], [-2.7985, -2.9049, 1.7719], [9.7455, -0.5215, 0.8226], [-1.7307, -5.0845, 1.7837], [0.5286, -1.5447, -3.5284], [-3.1596, 3.9665, -1.1761], [-4.8501, 0.8599, 0.1176], [-3.8613, 0.7051, 0.5614], [-2.4620, 2.6147, 0.3519], [-2.0686, -4.6658, 0.8455], [-2.3562, -4.8494, -1.5194], [0.6668, 0.7201, -4.2775], [-4.3596, -1.0886, 1.6078], [-5.1807, -1.5803, -0.8790], [6.4043, -0.4430, 0.6228], [-3.8498, 1.1848, 1.5389], [2.8610, 2.0718, 0.1838], [-5.3431, -0.7051, -1.5066], [-1.8970, -5.3801, -0.3352], [2.9379, -2.1382, -0.1208], [-0.3329, -0.0021, -0.8134], [-2.0255, 4.9760, 1.8332], [-3.1705, -2.8636, -0.3526], [8.5295, 1.2185, 1.1459], [7.2638, 1.7651, 1.1816], [-1.2414, 3.6702, 3.3507], [-3.3634, 1.5693, -1.6640]], "atomic_forces_ev_per_a": [[-0.2, -0.1, 0.0], [0.0, 0.0, -0.1], [0.0, -0.2, -0.1], [0.0, -0.1, 0.0], [0.0, 0.2, 0.2], [0.0, 0.0, 0.0], [0.0, 0.1, 0.1], [0.2, 0.0, 0.4], [0.2, -0.5, -0.1], [0.5, 0.2, 0.1], [0.0, -0.1, 0.0], [0.0, 0.0, 0.0], [0.0, 0.0, 0.0], [-0.8, -0.2, -1.4], [0.5, 0.4, 0.9], [0.0, 0.0, 0.0], [-0.4, -0.3, -0.3], [-0.1, 0.0, 0.0], [0.0, 0.0, 0.0], [0.9, 0.0, -1.2], [0.3, 0.2, -0.3], [0.0, -0.1, 0.0], [-0.1, 0.0, 0.1], [-0.4, -0.3, -0.2], [-0.1, -0.1, 0.0], [0.0, 0.0, -0.2], [1.0, 0.4, 1.3], [0.1, -0.2, 0.0], [0.0, 0.0, 0.0], [-0.5, 0.0, -0.4], [-0.2, 0.3, -0.5], [-0.1, 0.0, 0.0], [0.0, 0.0, 0.0], [0.3, 0.0, 0.1], [-0.1, 0.1, -0.4], [-0.1, 0.0, -0.2], [0.0, 0.1, 0.1], [-0.3, -0.1, 0.0], [-0.4, 0.1, 0.0], [-0.1, -0.3, 0.1], [0.0, 0.0, 0.0], [-0.1, 0.0, 0.1], [0.0, 0.0, 0.0], [0.0, 0.0, 0.0], [0.0, 0.0, 0.0], [-0.3, -0.2, -0.2], [0.0, -0.1, 0.0], [0.0, 0.1, 0.1], [0.0, -0.3, -0.1], [-0.1, 0.2, 0.0], [0.0, 0.1, -0.1], [0.1, -0.2, 0.3], [-0.2, 0.1, -0.2], [0.1, 0.0, 0.1], [-0.1, 0.1, 0.0], [0.2, 0.5, 0.1], [-0.1, 0.0, -0.1], [-0.1, 0.0, -0.1], [0.0, 0.0, 0.0], [0.1, -0.1, -0.1], [-0.1, 0.0, 0.0], [0.6, 0.0, 2.2], [-0.1, 0.1, -0.1], [-0.2, 0.1, 0.2], [0.0, 0.1, 0.0], [0.0, -0.1, 0.0], [0.1, 0.0, 0.0], [0.1, -0.1, 0.1]], "orbital_gap_ev": [6.9, 5.2], "e_homo_ev": [-8.19, -7.15]}